This record from OMol25 describes an isolated ion of composition C6H10IN3OP and charge +1. The level of theory is wB97M-V/def2-TZVPD.

Calculated values
SMILES string: C=CCc1n[nH]c(I)[n+]1P(C)O
charge: +1
lowest unoccupied orbital energy: -0.131 Eh
HOMO level: -0.4153 Eh
energy: -1112.8388 hartree

CARTESIAN COORDINATES (ANGSTROEM)
I -3.855 -1.278 1.066
P -1.672 1.198 -0.317
O -2.028 1.516 1.245
N -1.231 -2.559 0.342
N -1.109 -0.503 -0.170
N -0.010 -2.421 -0.200
C 2.182 0.030 1.161
C 1.248 -0.549 -1.166
C 0.067 -1.159 -0.514
C 2.377 -0.286 -0.170
C -0.210 2.231 -0.635
C -1.925 -1.437 0.368
H 1.768 0.994 1.448
H 0.615 2.047 0.052
H 2.419 -0.707 1.922
H 1.656 -1.302 -1.840
H -1.535 -3.469 0.657
H 3.375 -0.322 -0.601
H -2.641 2.262 1.276
H 0.081 2.166 -1.679
H -0.558 3.248 -0.446
H 0.985 0.300 -1.800

=====

This record from OMol25 describes C8H11BO2 as an isolated structure. The level of theory is wB97M-V/def2-TZVPD.

Calculated values
ΔE to the lowest compared entry with this formula, charge and spin: 331.7 kJ/mol
lowest unoccupied orbital energy (spin up / spin down): 0.019 / -0.082 Eh
HOMO level (spin up / spin down): -0.2082 / -0.3463 Eh
multiplicity: 3
energy: -486.5144 hartree

CARTESIAN COORDINATES (ANGSTROEM)
O -1.848 -1.338 -0.053
O -1.898 1.844 5.512
C -0.041 1.986 -2.657
C 0.656 -2.504 2.340
C -0.506 1.255 -1.530
C 1.314 -0.230 -1.891
C 1.041 1.581 -3.396
C 1.833 0.525 -2.892
C -0.433 -2.409 1.601
C 0.150 0.099 -1.189
B -0.547 -1.254 0.152
H -1.207 -3.134 1.704
H -2.350 -0.888 -0.729
H 1.942 -1.071 -1.648
H -0.625 2.856 -3.061
H 1.365 2.205 -4.221
H 2.782 0.293 -3.532
H -1.232 1.500 -0.737
H -1.329 2.716 5.669
H -1.283 1.147 5.289
H 1.574 -2.155 1.912
H 0.639 -3.026 3.358

=====

This record from OMol25 describes one molecule with the formula C17H15N3O3S2. The level of theory is wB97M-V/def2-TZVPD.

Calculated values
ΔE to the lowest compared entry with this formula, charge and spin: 211.7 kJ/mol
SMILES string: Cc1cc(C(=O)CSc2nncs2)c(C)n1-c1ccc2c(c1)OCO2
lowest unoccupied orbital energy: 0.021 Eh
HOMO level: -0.3024 Eh
energy: -1843.1457 hartree

CARTESIAN COORDINATES (ANGSTROEM)
S -0.255 -3.430 4.123
S -1.636 -5.689 5.606
O 1.865 2.458 -4.757
O 1.185 -1.409 3.000
O 2.198 4.572 -3.904
N 0.150 0.754 -0.517
N -3.498 -5.485 3.873
N -2.617 -4.562 3.520
C 0.748 0.261 0.598
C 1.393 4.066 -1.620
C -3.167 -6.155 4.910
C 2.316 3.763 -5.056
C 0.675 1.768 -1.346
C 0.984 1.463 -2.678
C 2.075 0.720 1.072
C 1.689 3.765 -2.927
C -0.853 -2.559 2.636
C -0.083 -0.720 1.129
C -1.059 0.117 -0.719
C -1.229 -0.790 0.282
C 0.877 3.041 -0.833
C 0.196 -1.516 2.300
C 1.486 2.483 -3.446
C -1.960 0.477 -1.846
C -1.583 -4.512 4.296
H 0.845 0.472 -3.074
H 3.370 3.725 -5.373
H 0.621 3.238 0.196
H 2.551 -0.083 1.629
H -2.075 -1.434 0.407
H -1.818 -2.107 2.863
H 1.552 5.055 -1.225
H -2.961 0.111 -1.638
H 1.971 1.568 1.750
H -0.980 -3.285 1.835
H 1.707 4.187 -5.869
H -1.996 1.557 -1.980
H -1.623 0.032 -2.783
H -3.764 -6.939 5.329
H 2.704 1.022 0.237

=====

This record from OMol25 describes C12H15BeF9N4O18 as an isolated structure. The level of theory is wB97M-V/def2-TZVPD.

Calculated values
ΔE to the lowest compared entry with this formula, charge and spin: 552.2 kJ/mol
charge: -2
lowest unoccupied orbital energy: 0.108 Eh
HOMO level: -0.0547 Eh
energy: -2952.5558 hartree

CARTESIAN COORDINATES (ANGSTROEM)
F -6.216 -23.551 -13.148
F -5.792 -25.449 -9.120
F -6.653 -24.056 -15.231
F -5.461 -25.462 -14.010
F 1.145 -24.270 -18.184
F -3.914 -25.819 -8.134
F 1.900 -23.247 -16.484
F -4.426 -23.788 -8.917
F 0.225 -22.550 -17.374
O -2.779 -24.995 -10.762
O -1.355 -20.992 -12.701
O -4.584 -22.562 -15.668
O -0.110 -25.834 -16.633
O 2.220 -23.010 -9.022
O 3.288 -22.437 -12.649
O -0.440 -26.197 -12.367
O -3.361 -23.608 -14.074
O 1.350 -22.726 -13.202
O 2.114 -20.792 -13.069
O 1.528 -25.892 -11.747
O -0.481 -24.262 -15.094
O -2.907 -21.868 -11.642
O 0.473 -27.809 -11.347
O -4.299 -26.590 -11.021
O -2.032 -20.177 -10.925
O 1.164 -21.346 -9.839
O 0.423 -23.284 -10.208
N 2.280 -21.969 -13.087
N 0.536 -26.665 -11.750
N 1.250 -22.575 -9.613
N -2.118 -20.960 -11.747
C -3.831 -25.476 -10.387
C -3.400 -22.165 -17.668
C -4.508 -25.092 -9.090
C -5.744 -24.175 -14.226
C -0.566 -26.987 -15.881
C 0.808 -23.684 -17.038
C -4.234 -28.559 -12.457
C 0.010 -24.602 -16.134
C -3.521 -27.322 -11.943
C -4.491 -23.415 -14.577
C -3.325 -22.094 -16.166
C -2.116 -27.082 -15.947
Be -1.166 -23.738 -12.475
H -2.498 -27.115 -16.967
H -3.419 -29.158 -12.862
H 0.058 -27.843 -16.139
H -2.586 -27.830 -15.307
H -2.425 -26.123 -15.530
H -3.846 -23.100 -18.006
H -2.478 -22.684 -15.816
H -3.049 -21.141 -15.713
H -3.290 -26.645 -12.766
H -2.568 -27.668 -11.542
H -2.417 -22.073 -18.130
H -0.265 -26.942 -14.835
H -4.709 -29.151 -11.675
H -3.962 -21.321 -18.068
H -5.023 -28.295 -13.163

=====

This record from OMol25 describes one molecule with the formula C4H8O2. The level of theory is wB97M-V/def2-TZVPD.

Calculated values
ΔE to the lowest compared entry with this formula, charge and spin: 248.0 kJ/mol
SMILES string: COC1COC1
lowest unoccupied orbital energy: 0.037 Eh
HOMO level: -0.3589 Eh
energy: -307.6180 hartree

CARTESIAN COORDINATES (ANGSTROEM)
O -1.564 -0.679 0.232
O 1.199 0.711 -0.206
C 1.600 -0.166 0.836
C -0.667 -0.863 -0.875
C -1.263 0.726 0.285
C -0.101 0.562 -0.713
H -1.215 -1.033 -1.811
H 0.755 -0.663 1.337
H 2.281 -0.935 0.443
H -0.134 1.199 -1.600
H -0.975 1.064 1.287
H -2.107 1.329 -0.075
H 2.146 0.430 1.576
H 0.045 -1.682 -0.715

=====

Copy entry 2 word for word.
This record from OMol25 describes C8H11BO2 as an isolated structure. The level of theory is wB97M-V/def2-TZVPD.

Calculated values
ΔE to the lowest compared entry with this formula, charge and spin: 331.7 kJ/mol
lowest unoccupied orbital energy (spin up / spin down): 0.019 / -0.082 Eh
HOMO level (spin up / spin down): -0.2082 / -0.3463 Eh
multiplicity: 3
energy: -486.5144 hartree

CARTESIAN COORDINATES (ANGSTROEM)
O -1.848 -1.338 -0.053
O -1.898 1.844 5.512
C -0.041 1.986 -2.657
C 0.656 -2.504 2.340
C -0.506 1.255 -1.530
C 1.314 -0.230 -1.891
C 1.041 1.581 -3.396
C 1.833 0.525 -2.892
C -0.433 -2.409 1.601
C 0.150 0.099 -1.189
B -0.547 -1.254 0.152
H -1.207 -3.134 1.704
H -2.350 -0.888 -0.729
H 1.942 -1.071 -1.648
H -0.625 2.856 -3.061
H 1.365 2.205 -4.221
H 2.782 0.293 -3.532
H -1.232 1.500 -0.737
H -1.329 2.716 5.669
H -1.283 1.147 5.289
H 1.574 -2.155 1.912
H 0.639 -3.026 3.358

=====

- The lowest energy belongs to which entry?
  C12H15BeF9N4O18

=====

- Which value of energy does entry 2 give?
  -486.5144 hartree

=====

- Look up the energy of the second one.
  -486.5144 hartree